# 1
# C7H10N2O3

C7H10N2O3 in the gas phase in a non-equilibrium geometry (the ωB97M-V functional and the def2-TZVPD basis, the Open Molecules 2025 dataset).

Values from the calculation:
HOMO-LUMO gap, eV: 10.03
DFT total energy, eV: -16544.4532
Energy relative to the best compared isomer or geometry (same formula, charge and spin), kJ/mol: 0.0
LUMO energy, eV: 0.63

Last column: natural (NBO) charge in e.
Element x y z (Å)
1 O 4.8013 -0.1566 -0.3987  -0.58
2 O 1.0343 2.3605 0.0476  -0.61
3 O -1.2267 -0.5245 -0.4314  -0.54
4 N 0.8448 0.0754 0.3516  -0.45
5 N 2.8862 1.0437 -0.2487  -0.64
6 C -0.5688 0.1728 0.6033  0.10
7 C 3.5953 -0.1912 -0.2258  0.65
8 C 1.4358 -1.1539 0.2747  0.10
9 C 1.5508 1.2631 0.0323  0.80
10 C -2.6275 -0.6854 -0.2696  -0.07
11 C 2.7389 -1.3627 -0.0290  -0.40
12 C -3.4655 0.5697 -0.3803  -0.64
13 H -0.8539 -0.2747 1.5987  0.16
14 H -3.2451 1.2298 0.4956  0.20
15 H -4.5150 0.2828 -0.3630  0.22
16 H -3.2443 1.1584 -1.3002  0.22
17 H 3.4272 1.8738 -0.3509  0.43
18 H -0.8243 1.2339 0.5921  0.22
19 H 3.2158 -2.3499 -0.0814  0.25
20 H -2.8410 -1.1884 0.6818  0.16
21 H 0.7993 -2.0017 0.4913  0.23
22 H -2.9177 -1.3748 -1.0901  0.19


# 2
# C4H9NO2

2 unconnected molecules or ions with the total composition C4H9NO2 in a non-equilibrium geometry (the ωB97M-V functional and the def2-TZVPD basis, the Open Molecules 2025 dataset).

Values from the calculation:
HOMO-LUMO gap, eV: 9.37
DFT total energy, eV: -9875.8268
Energy relative to the best compared isomer or geometry (same formula, charge and spin), kJ/mol: 408.5
LUMO energy, eV: 0.47

Last column: natural (NBO) charge in e.
Element x y z (Å)
1 O 1.4005 -1.3377 2.1977  -0.61
2 O -0.0555 1.2778 -1.2525  -0.76
3 N 1.5165 0.6535 1.1217  -0.85
4 C -1.0874 -0.6411 -0.1921  -0.32
5 C 0.3189 -1.1916 0.0293  -0.56
6 C 1.1110 -0.6445 1.2394  0.69
7 C -1.1430 0.8420 -0.4165  -0.14
8 H -1.0850 1.3818 0.5465  0.19
9 H -1.4524 -1.1987 -1.5813  0.15
10 H 0.9233 -0.9582 -0.8548  0.22
11 H -2.1042 1.0761 -0.8719  0.19
12 H 0.2751 -2.2686 0.1761  0.24
13 H 2.1476 1.0179 1.8206  0.40
14 H 1.3840 1.1504 0.2506  0.41
15 H -0.2408 2.1780 -1.5492  0.48
16 H -1.9087 -1.3370 -0.6636  0.25


# 3
# C9H14ClErI2NOP

A molecular structure, C9H14ClErI2NOP in a non-equilibrium geometry (the ωB97M-V functional and the def2-TZVPD basis, the Open Molecules 2025 dataset).

Values from the calculation:
Charge: +2
2S+1: 4
HOMO-LUMO gap (spin up / spin down), eV: 4.17 / 4.51
DFT total energy, eV: -78716.9537
Energy relative to the best compared isomer or geometry (same formula, charge and spin), kJ/mol: 112.2
LUMO energy (spin up / spin down), eV: -11.57 / -11.26

Last column: natural (NBO) charge in e.
Element x y z (Å)
1 Er -0.8428 0.7186 0.6937  1.11
2 I -1.6949 3.1503 -0.4468  0.26
3 I -3.6767 1.4951 1.6029  0.42
4 Cl -1.0098 -1.3020 2.1270  -0.47
5 P -1.2664 -1.3824 -1.4734  0.81
6 O 1.4265 1.1573 -2.6596  -0.40
7 N 1.5368 0.9289 1.4263  -0.54
8 C 1.3296 2.2096 1.8116  -0.01
9 C 2.7262 0.3153 1.7072  0.07
10 C 3.4392 2.2392 2.9761  -0.10
11 C 3.6970 0.9324 2.4990  -0.20
12 C -1.2589 -1.2552 -3.2948  -0.93
13 C -3.0920 -1.1401 -1.0967  -0.93
14 C 2.2547 2.8982 2.6050  -0.21
15 C 0.8295 0.8121 -1.7369  0.54
16 C -1.1683 -3.2243 -1.2651  -0.91
17 H -3.6594 -1.8420 -1.7386  0.27
18 H 4.1573 2.7389 3.6496  0.26
19 H -1.4559 -0.2158 -3.5622  0.24
20 H -0.1748 -3.5549 -1.6040  0.26
21 H -2.0021 -1.9227 -3.7467  0.27
22 H 0.4235 2.7553 1.4752  0.18
23 H 2.0107 3.9012 2.9567  0.26
24 H 2.9464 -0.6890 1.3155  0.24
25 H -1.2678 -3.4659 -0.1960  0.26
26 H -1.9521 -3.7350 -1.8504  0.26
27 H -0.2559 -1.5097 -3.6457  0.26
28 H 4.6062 0.4006 2.7896  0.27
29 H -3.2610 -1.3323 -0.0160  0.25
30 H -3.3447 -0.0818 -1.3024  0.22


# 4
# C11H32OP2SiTl

A molecular structure, C11H32OP2SiTl in a non-equilibrium geometry (the ωB97M-V functional and the def2-TZVPD basis, the Open Molecules 2025 dataset).

Values from the calculation:
Charge: +1
HOMO-LUMO gap (spin up / spin down), eV: 6.03 / 6.05
DFT total energy, eV: -45109.5082
LUMO energy (spin up / spin down), eV: -3.29 / -3.29

Last column: Löwdin charge in e.
Element x y z (Å)
1 Tl -0.1993 -0.2123 0.0966  0.40
2 P 1.6550 -1.9890 0.0449  0.70
3 P -2.1643 1.3321 -0.4634  0.68
4 Si 2.6541 2.6552 0.7561  0.32
5 O 0.2697 0.8256 3.1157  0.06
6 C 3.0878 2.8275 -1.0347  -0.20
7 C 2.5026 0.8366 1.1753  -0.31
8 C 2.1732 -2.3168 1.7185  -0.21
9 C 0.7751 -3.4075 -0.5948  -0.27
10 C 4.1171 3.0427 1.8196  -0.19
11 C 3.0736 -1.6594 -0.9826  -0.22
12 C -3.3976 0.1450 -0.9705  -0.27
13 C 0.1051 0.5106 1.9593  -0.26
14 C -1.9071 2.5200 -1.7735  -0.23
15 C -2.7191 2.1645 1.0172  -0.22
16 C 1.1912 3.6632 1.2087  -0.17
17 H -2.9056 1.4504 1.8216  0.07
18 H 1.3194 -2.5480 2.3583  0.07
19 H 3.6437 -2.5830 -0.9267  0.06
20 H 3.9518 2.2091 -1.3167  0.05
21 H 2.3772 0.6616 2.2886  0.01
22 H 0.7130 1.4734 -0.7471  0.02
23 H -3.6016 -0.5737 -0.1741  0.04
24 H 3.8751 2.8918 2.8832  0.04
25 H 0.3128 3.4438 0.5834  0.00
26 H -1.4345 -1.6088 0.4896  -0.03
27 H 2.7353 -1.4850 2.1394  0.04
28 H 1.4730 4.7110 1.0471  0.05
29 H -0.0820 -3.6387 0.0364  0.04
30 H 3.2587 0.2239 0.6902  -0.04
31 H -3.0779 -0.3906 -1.8689  0.06
32 H -2.8975 2.9455 -1.9187  0.06
33 H -4.2824 0.7531 -1.1808  0.06
34 H -1.9969 2.9136 1.3417  0.06
35 H 4.9841 2.4106 1.5703  0.04
36 H 0.4488 -3.2208 -1.6194  0.06
37 H 1.5237 -4.2034 -0.5586  0.06
38 H 0.9276 3.5353 2.2652  0.05
39 H -1.1916 3.2797 -1.4624  0.05
40 H 3.6685 -0.8325 -0.6043  0.03
41 H 3.3596 3.8778 -1.2053  0.04
42 H 2.2479 2.5785 -1.7071  0.01
43 H 2.7677 -1.4470 -2.0045  0.07
44 H 2.8180 -3.1900 1.6158  0.07
45 H -1.5641 2.0160 -2.6750  0.07
46 H -3.6505 2.6374 0.7069  0.07
47 H 4.3847 4.0944 1.6597  0.03
48 H 1.4366 0.9685 -0.7056  0.05


Q: Which of these has the lowest DFT total energy?
A: C9H14ClErI2NOP